# 1
{"formula": "C2H5N3O2S", "method": "the ωB97M-V functional and the def2-TZVPD basis", "energy_ev": -21552.973, "symbols": ["C", "C", "N", "N", "N", "O", "O", "S", "H", "H", "H", "H", "H"], "positions_angstrom": [[2.067, -0.607, 0.203], [0.205, 1.108, 0.317], [1.251, 0.249, 0.524], [-0.869, 0.677, -0.670], [2.674, -1.662, 0.115], [-1.667, -1.511, -0.103], [-3.292, 0.061, -0.987], [-2.312, -0.008, 0.048], [-0.319, 1.480, 1.317], [0.587, 2.080, -0.199], [-1.111, 1.418, -1.224], [-0.911, -1.581, 0.578], [3.695, -1.704, 0.081]], "mulliken_charge": [0.465, -0.438, -0.281, -0.394, -0.524, -0.476, -0.513, 0.629, 0.286, 0.326, 0.309, 0.345, 0.265]}

=====

# 2
{"formula": "C29H72N2Na4O10", "method": "the ωB97M-V functional and the def2-TZVPD basis", "energy_ev": -72327.702, "charge": 2, "symbols": ["Na", "Na", "Na", "Na", "O", "C", "C", "O", "H", "H", "H", "H", "C", "C", "C", "C", "C", "C", "N", "O", "C", "C", "C", "H", "H", "H", "H", "H", "H", "H", "H", "H", "H", "H", "H", "H", "H", "H", "H", "H", "H", "H", "C", "C", "C", "C", "C", "C", "N", "O", "C", "C", "C", "H", "H", "H", "H", "H", "H", "H", "H", "H", "H", "H", "H", "H", "H", "H", "H", "H", "H", "H", "O", "H", "H", "O", "H", "H", "O", "H", "H", "C", "C", "C", "O", "H", "H", "H", "H", "H", "H", "H", "H", "C", "C", "C", "O", "H", "H", "H", "H", "H", "H", "H", "H", "C", "C", "C", "O", "H", "H", "H", "H", "H", "H", "H", "H"], "positions_angstrom": [[2.699, 0.289, 3.482], [3.810, -2.682, 0.138], [0.846, -0.588, 5.076], [2.214, -2.507, 2.984], [0.876, -0.678, 3.436], [0.818, -0.500, 2.014], [1.444, -1.527, 0.952], [2.847, -1.888, 1.037], [1.217, 0.497, 1.829], [-0.222, -0.381, 1.709], [1.266, -1.194, -0.070], [0.895, -2.468, 0.945], [-3.257, -3.326, -3.768], [-3.188, -2.119, -2.764], [-3.290, -2.750, -1.389], [-2.731, -1.913, -0.257], [-1.343, -1.403, -0.476], [-1.172, -0.647, -1.820], [-1.902, -1.441, -2.895], [-1.591, -0.930, -4.128], [-1.757, 0.749, -1.552], [0.344, -0.504, -2.090], [-4.391, -1.161, -3.049], [-2.504, -4.047, -3.449], [-3.068, -2.937, -4.769], [-4.220, -3.834, -3.807], [-4.342, -2.982, -1.219], [-2.777, -3.712, -1.403], [-2.799, -2.583, 0.600], [-3.470, -1.126, -0.111], [-0.727, -2.287, -0.309], [-1.160, -0.719, 0.353], [-1.221, 1.175, -0.704], [-1.429, 1.380, -2.378], [-2.835, 0.812, -1.401], [0.869, -0.107, -1.222], [0.896, -1.421, -2.299], [0.464, 0.247, -2.870], [-5.201, -1.437, -2.374], [-4.706, -1.226, -4.091], [-4.138, -0.135, -2.781], [-0.971, -1.579, -4.468], [2.984, 3.388, 0.337], [1.612, 2.730, -0.064], [0.906, 2.306, 1.278], [0.294, 3.462, 1.989], [-0.744, 4.161, 1.023], [-0.138, 4.649, -0.270], [0.691, 3.577, -0.865], [1.148, 3.907, -2.080], [-1.295, 4.810, -1.246], [0.620, 6.028, 0.017], [1.886, 1.414, -0.825], [3.722, 2.662, 0.676], [2.834, 4.315, 0.891], [3.289, 3.809, -0.621], [0.177, 1.541, 1.011], [1.613, 1.849, 1.971], [1.036, 4.152, 2.391], [-0.300, 3.030, 2.794], [-1.198, 5.043, 1.475], [-1.564, 3.502, 0.739], [-1.661, 3.871, -1.660], [-2.114, 5.305, -0.725], [-1.004, 5.487, -2.050], [0.304, 6.545, 0.923], [1.661, 5.896, 0.312], [0.496, 6.806, -0.737], [2.951, 1.195, -0.758], [1.781, 1.477, -1.908], [1.481, 0.478, -0.439], [0.501, 3.457, -2.627], [-0.869, -0.084, 4.645], [-0.731, 0.106, 3.717], [-1.819, -0.058, 4.756], [1.289, 1.620, 4.011], [0.575, 1.346, 3.435], [0.893, 1.661, 4.882], [3.585, 0.317, 1.559], [4.390, 0.253, 1.047], [3.105, -0.485, 1.352], [4.337, 0.731, -1.647], [3.612, -0.573, -1.461], [2.729, -1.108, -2.611], [4.409, -1.596, -0.879], [5.226, 0.581, -2.259], [4.732, 1.208, -0.750], [3.762, 1.509, -2.149], [2.966, -0.242, -0.647], [1.828, -0.612, -2.972], [2.331, -2.077, -2.312], [3.390, -1.050, -3.476], [5.225, -1.680, -1.378], [-3.878, 0.248, 1.629], [-2.427, 0.323, 2.023], [-1.622, 1.619, 1.673], [-2.319, 0.286, 3.391], [-4.030, -0.005, 0.580], [-4.395, 1.208, 1.632], [-4.382, -0.553, 2.169], [-1.830, -0.565, 1.810], [-0.633, 1.385, 2.065], [-2.031, 2.520, 2.130], [-1.756, 1.735, 0.597], [-2.340, 1.166, 3.776], [0.768, -4.564, 1.627], [0.159, -5.817, 1.017], [-0.439, -5.420, -0.370], [1.133, -6.854, 0.873], [1.783, -4.537, 1.232], [0.878, -4.546, 2.712], [0.246, -3.627, 1.432], [-0.553, -6.337, 1.658], [-0.700, -6.262, -1.011], [0.138, -4.728, -0.984], [-1.459, -5.062, -0.229], [1.666, -6.640, 0.103]], "mulliken_charge": [1.027, 1.010, 0.978, 0.818, -1.138, 3.142, 1.358, -1.375, -1.419, -0.048, -0.028, -1.532, -1.814, 1.189, -1.605, -0.469, 1.138, 0.592, 0.894, -0.525, -1.020, -1.254, -1.513, 0.353, 0.447, 0.375, 0.711, -0.227, 0.547, -1.351, -0.474, -1.539, -0.791, 0.704, 0.014, -1.344, 0.956, 1.326, 0.330, 0.404, 0.286, 0.345, -1.993, -0.260, -0.171, -0.961, -2.177, 1.323, 1.603, -0.562, -1.837, -1.481, -1.911, 0.271, 0.291, 0.605, -0.177, 0.691, 0.575, 0.691, 0.538, 0.729, 0.165, 0.383, 0.525, 0.329, 0.273, 0.377, -0.497, 1.368, 0.257, 0.377, -0.843, 0.488, 0.342, -0.779, -0.118, 0.473, -0.943, 0.490, -0.122, -1.332, 1.597, -2.072, -0.609, 0.671, 0.397, 0.276, 0.884, 0.831, 0.377, 0.527, 0.444, -1.823, 0.150, 0.015, -0.964, 0.585, 0.444, 0.433, 0.768, 0.894, 1.476, -0.602, 0.577, -0.730, -0.163, -0.992, -0.584, 0.336, 0.122, 0.533, 0.486, 0.514, 0.228, 0.148, 0.349]}

=====

# 3
{"formula": "C24H25AuNO3P", "method": "the ωB97M-V functional and the def2-TZVPD basis", "energy_ev": -45893.423, "charge": 2, "symbols": ["Au", "O", "C", "C", "C", "C", "C", "C", "C", "P", "C", "C", "C", "C", "C", "C", "C", "C", "C", "C", "C", "C", "H", "H", "H", "H", "H", "H", "H", "H", "H", "H", "H", "H", "H", "H", "C", "C", "C", "O", "H", "H", "H", "H", "H", "H", "C", "C", "N", "O", "H", "H", "H", "H", "H"], "positions_angstrom": [[-0.753, 0.957, -0.945], [2.022, -0.666, -2.707], [2.386, -0.458, -1.667], [2.938, -0.196, -0.402], [4.327, -0.012, -0.360], [4.914, 0.241, 0.863], [4.112, 0.301, 1.995], [2.726, 0.106, 1.933], [2.100, -0.154, 0.732], [0.279, -0.422, 0.608], [-0.355, -0.133, 2.265], [-0.664, 1.171, 2.656], [-1.136, 1.415, 3.935], [-1.317, 0.358, 4.819], [-1.022, -0.941, 4.430], [-0.537, -1.190, 3.154], [0.161, -2.188, 0.260], [1.242, -3.063, 0.350], [1.066, -4.413, 0.073], [-0.189, -4.887, -0.277], [-1.272, -4.019, -0.350], [-1.101, -2.669, -0.094], [4.917, -0.066, -1.267], [5.982, 0.387, 0.932], [4.571, 0.496, 2.956], [2.133, 0.144, 2.837], [-0.561, 1.992, 1.953], [-1.381, 2.424, 4.239], [-1.703, 0.548, 5.811], [-1.171, -1.761, 5.120], [-0.307, -2.205, 2.853], [2.220, -2.712, 0.659], [1.902, -5.094, 0.150], [-0.326, -5.939, -0.494], [-2.252, -4.398, -0.611], [-1.943, -1.989, -0.165], [-4.592, -0.386, -3.184], [-3.141, -0.200, -2.881], [-2.153, -0.375, -3.995], [-2.778, 0.101, -1.748], [-4.766, -1.376, -3.607], [-4.887, 0.335, -3.951], [-5.195, -0.242, -2.292], [-2.382, -1.266, -4.580], [-1.138, -0.430, -3.603], [-2.233, 0.479, -4.673], [-0.213, 5.395, -2.096], [-0.007, 4.140, -1.303], [0.721, 4.224, -0.180], [-0.486, 3.066, -1.689], [-0.059, 6.295, -1.506], [-1.217, 5.388, -2.510], [0.494, 5.395, -2.927], [1.114, 5.098, 0.124], [0.906, 3.394, 0.358]], "mulliken_charge": [0.954, -0.127, 0.033, 1.028, -0.718, -0.772, -0.685, -0.707, 0.443, 0.799, 0.188, -0.136, -0.687, -0.552, -0.759, -0.013, 0.350, -0.035, -0.761, -0.541, -0.784, -0.589, 0.554, 0.461, 0.474, 0.518, 0.265, 0.445, 0.414, 0.440, 0.447, 0.417, 0.455, 0.430, 0.461, 0.393, -1.249, 0.947, -0.999, -0.631, 0.371, 0.361, 0.323, 0.387, 0.079, 0.363, -1.141, 0.810, -0.302, -0.764, 0.394, 0.314, 0.293, 0.209, 0.133]}

=====

One value per record, in order, for frontier orbital gap: 10.3; 5.4; 6.6 eV.
One value per record, in order, for energy above the lowest of the compared OMol25 structures with the same formula, charge and spin: 67.8; 163.1; 9.6 kcal/mol.